230
Properties=species:S:1:pos:R:3 method="wB97M-V/def2-TZVPD" smiles="CC1(C)CCCC(C)(C)N1O.CC1(C)CCCC(C)(C)N1O.CC1(C)CCCC(C)(C)N1O.CC1(C)CCCC(C)(C)N1O.CC1(C)CCCC(C)(C)N1O.COCCNCCOC.COCCNCCOC.COCCNCCOC.NC(N)=O" mol_weight_g_mol=1245.9 spin_multiplicity=1 e_homo_ev=-8.11 orbital_gap_ev=8.46 lumo_energy_ev=0.35
C -1.421 7.725 -3.860
C -1.039 6.413 -3.313
C -2.299 5.957 -2.547
C -0.834 5.392 -4.478
C -0.368 4.037 -4.099
C 0.944 4.142 -3.275
C 0.871 5.187 -2.071
C 0.139 4.513 -0.858
C 2.334 5.603 -1.661
N 0.177 6.499 -2.495
O -0.043 7.363 -1.341
H -2.189 7.642 -4.619
H -1.722 8.479 -3.096
H -0.558 8.180 -4.366
H -3.136 6.030 -3.232
H -2.280 4.957 -2.084
H -2.505 6.677 -1.771
H -1.819 5.365 -4.884
H -0.068 5.725 -5.211
H -1.180 3.472 -3.534
H -0.112 3.474 -5.006
H 1.716 4.603 -3.973
H 1.248 3.160 -2.912
H 0.831 3.972 -0.166
H -0.548 3.774 -1.230
H -0.404 5.254 -0.233
H 2.775 6.159 -2.522
H 3.055 4.775 -1.413
H 2.376 6.346 -0.825
H 0.666 8.022 -1.358
C 1.132 -4.677 -5.335
C 1.572 -5.628 -4.241
C 0.380 -6.090 -3.408
C 2.353 -6.774 -4.908
C 2.966 -7.737 -3.938
C 3.978 -6.969 -3.105
C 3.304 -5.744 -2.378
C 2.408 -6.039 -1.158
C 4.497 -4.969 -1.847
N 2.615 -4.935 -3.481
O 2.125 -3.728 -2.853
H 0.635 -5.219 -6.138
H 0.437 -3.890 -5.018
H 1.972 -4.249 -5.865
H -0.009 -5.395 -2.671
H -0.470 -6.225 -4.042
H 0.484 -7.074 -2.955
H 1.659 -7.277 -5.653
H 3.059 -6.325 -5.626
H 2.219 -8.129 -3.263
H 3.459 -8.479 -4.525
H 4.704 -6.550 -3.857
H 4.482 -7.640 -2.437
H 1.908 -5.211 -0.697
H 3.010 -6.329 -0.283
H 1.765 -6.861 -1.341
H 4.213 -4.075 -1.281
H 5.008 -4.506 -2.678
H 5.191 -5.610 -1.297
H 2.766 -3.005 -3.084
C -1.867 -2.025 -0.780
C -0.896 -1.480 -1.860
C -0.926 -2.371 -3.071
C -1.353 -0.075 -2.332
C -1.091 1.021 -1.310
C 0.347 0.984 -0.946
C 0.828 -0.317 -0.354
C 2.354 -0.192 -0.298
C 0.393 -0.560 1.132
N 0.500 -1.407 -1.292
O 0.895 -2.537 -0.604
H -1.470 -2.919 -0.238
H -2.109 -1.411 0.043
H -2.833 -2.373 -1.247
H -0.145 -2.042 -3.767
H -0.615 -3.333 -2.826
H -1.874 -2.383 -3.533
H -0.736 0.043 -3.203
H -2.407 -0.196 -2.630
H -1.284 2.001 -1.731
H -1.595 0.985 -0.332
H 0.490 1.696 -0.158
H 1.003 1.213 -1.746
H 2.745 -0.281 -1.347
H 2.816 -0.913 0.344
H 2.656 0.785 0.106
H 0.856 0.178 1.758
H 0.574 -1.560 1.432
H -0.682 -0.338 1.374
H 1.362 -2.998 -1.280
C 5.931 -3.883 2.910
C 4.890 -2.998 2.283
C 3.823 -3.955 1.548
C 3.940 -2.141 3.261
C 4.644 -0.901 3.715
C 5.145 -0.056 2.519
C 6.062 -0.838 1.612
C 6.131 -0.058 0.303
C 7.439 -1.011 2.244
N 5.363 -2.044 1.224
O 6.057 -2.766 0.128
H 6.538 -3.336 3.672
H 5.491 -4.699 3.431
H 6.606 -4.261 2.203
H 4.266 -4.605 0.783
H 3.304 -4.626 2.259
H 3.032 -3.426 1.025
H 3.119 -1.934 2.531
H 3.488 -2.823 4.046
H 3.964 -0.324 4.323
H 5.612 -1.125 4.220
H 5.573 0.914 2.693
H 4.211 0.260 1.940
H 6.492 0.957 0.406
H 5.158 -0.030 -0.187
H 6.793 -0.580 -0.411
H 7.494 -1.593 3.114
H 7.821 0.002 2.513
H 8.117 -1.321 1.451
H 5.554 -2.624 -0.678
C -5.393 -0.608 -1.886
C -5.592 0.507 -2.885
C -7.078 0.407 -3.326
C -5.355 1.764 -2.131
C -5.251 3.059 -2.923
C -4.260 2.820 -4.019
C -4.434 1.563 -4.873
C -5.596 1.785 -5.876
C -3.184 1.286 -5.738
N -4.547 0.419 -3.955
O -4.726 -0.856 -4.641
H -6.291 -0.540 -1.235
H -5.529 -1.601 -2.352
H -4.460 -0.614 -1.323
H -7.700 0.127 -2.494
H -7.509 1.397 -3.657
H -7.215 -0.353 -4.032
H -6.064 1.749 -1.286
H -4.411 1.678 -1.549
H -6.279 3.352 -3.271
H -4.902 3.811 -2.235
H -3.271 2.751 -3.547
H -4.162 3.734 -4.617
H -6.525 2.010 -5.401
H -5.812 0.953 -6.556
H -5.349 2.590 -6.565
H -3.220 0.481 -6.464
H -2.382 1.080 -5.028
H -3.006 2.225 -6.197
H -5.415 -0.734 -5.252
C -9.488 0.624 0.775
O -8.249 -0.093 1.026
C -8.346 -1.219 1.910
C -7.033 -1.582 2.559
N -6.180 -2.299 1.578
C -4.937 -2.738 2.192
C -4.503 -4.036 1.552
O -3.110 -4.156 1.818
C -2.384 -5.326 1.437
H -9.914 1.067 1.706
H -10.205 -0.065 0.309
H -9.212 1.344 0.008
H -8.675 -2.160 1.342
H -9.103 -1.037 2.653
H -7.147 -2.299 3.356
H -6.578 -0.656 2.988
H -5.945 -1.573 0.900
H -5.058 -2.969 3.259
H -4.253 -1.945 2.112
H -4.643 -4.027 0.502
H -5.129 -4.894 2.001
H -1.362 -5.215 1.780
H -2.443 -5.465 0.353
H -2.926 -6.189 1.786
C -4.514 1.642 1.216
O -3.856 2.364 2.238
C -2.510 1.938 2.628
C -2.507 0.653 3.368
N -1.229 0.433 4.049
C -0.939 -1.002 4.511
C 0.376 -0.926 5.289
O 0.181 -0.136 6.441
C 0.187 -0.758 7.745
H -3.805 1.399 0.423
H -5.344 2.226 0.826
H -4.936 0.692 1.585
H -2.149 2.834 3.204
H -1.909 1.934 1.685
H -2.663 -0.155 2.603
H -3.428 0.621 3.970
H -1.056 1.001 4.852
H -0.752 -1.563 3.553
H -1.687 -1.440 5.110
H 1.103 -0.431 4.590
H 0.815 -1.870 5.475
H 1.219 -0.754 8.172
H -0.184 -1.810 7.727
H -0.429 -0.153 8.357
C 6.730 4.262 8.554
O 5.481 3.891 8.005
C 4.384 4.167 8.794
C 3.273 3.246 8.471
N 2.977 3.196 7.036
C 2.321 4.441 6.641
C 2.188 4.695 5.157
O 3.429 4.961 4.540
C 3.145 5.082 3.166
H 6.809 3.685 9.513
H 6.771 5.310 8.862
H 7.525 4.039 7.845
H 3.969 5.166 8.546
H 4.644 4.155 9.848
H 2.373 3.641 8.959
H 3.539 2.281 8.922
H 3.871 3.062 6.545
H 2.768 5.252 7.131
H 1.308 4.401 7.059
H 1.454 5.494 5.003
H 1.674 3.832 4.699
H 4.034 5.185 2.612
H 2.442 5.969 2.999
H 2.631 4.197 2.758
N 4.152 -0.412 -5.098
C 3.392 -0.866 -4.026
N 2.062 -0.554 -3.917
O 3.889 -1.615 -3.196
H 3.846 0.379 -5.576
H 5.110 -0.419 -4.776
H 1.629 -0.109 -4.682
H 1.518 -1.016 -3.190

16
Properties=species:S:1:pos:R:3 method="wB97M-V/def2-TZVPD" smiles="O=CNCCCO" mol_weight_g_mol=103.1 spin_multiplicity=1 e_homo_ev=-9.77 orbital_gap_ev=10.50 lumo_energy_ev=0.73
O 3.066 -1.015 -1.097
C 2.283 -0.824 -0.200
N 0.951 -0.542 -0.386
C 0.174 0.198 0.619
C -0.867 1.095 -0.065
C -2.207 0.413 -0.213
O -2.821 0.222 1.053
H 2.517 -0.910 0.882
H 0.744 -0.375 -1.358
H -0.324 -0.503 1.291
H 0.847 0.825 1.191
H -0.477 1.427 -1.026
H -1.021 1.974 0.554
H -2.879 0.973 -0.888
H -2.124 -0.589 -0.639
H -3.077 1.088 1.413

22
Properties=species:S:1:pos:R:3 method="wB97M-V/def2-TZVPD" mol_weight_g_mol=116.2 spin_multiplicity=1 e_homo_ev=-13.21 orbital_gap_ev=5.17 lumo_energy_ev=-8.04 charge=+1
C -0.031 -0.273 -1.485
C 0.917 0.850 -1.566
C 0.704 1.999 -2.227
C -0.168 -0.307 1.567
N -1.287 2.435 0.187
C -0.566 1.712 0.916
N -0.914 0.792 1.925
N 0.528 -3.740 0.615
H 0.458 -1.215 -1.735
H -0.449 -0.308 -0.427
H -0.831 -0.123 -2.212
H 1.815 0.723 -0.969
H -0.144 2.076 -2.890
H 1.541 2.676 -2.310
H -0.782 -1.186 1.612
H 0.721 -0.220 2.195
H -2.265 2.254 0.459
H 0.526 1.860 0.820
H -1.429 1.208 2.700
H 0.354 -2.796 0.910
H -0.150 -4.357 1.042
H 1.451 -4.059 0.871

65
Properties=species:S:1:pos:R:3 method="wB97M-V/def2-TZVPD" mol_weight_g_mol=869.9 spin_multiplicity=1 e_homo_ev=-14.76 orbital_gap_ev=6.88 lumo_energy_ev=-7.88 charge=+2
W 0.101 0.078 -0.341
N 0.570 -3.231 -3.173
C 0.516 -2.008 -2.612
S 1.392 -1.762 -1.103
N -0.151 -1.057 -3.185
N -0.041 0.147 -2.495
C 0.055 1.187 -3.260
C 0.395 2.506 -2.816
C 0.409 3.582 -3.718
C 0.864 4.817 -3.312
C 1.343 5.005 -2.016
C 1.361 3.964 -1.102
C 0.877 2.736 -1.519
O 0.877 1.695 -0.648
H 1.240 -3.900 -2.831
H 0.329 -3.301 -4.152
H -0.051 1.007 -4.326
H 0.061 3.427 -4.732
H 0.866 5.644 -4.009
H 1.716 5.975 -1.717
H 1.755 4.082 -0.102
F 2.060 -1.039 4.936
C 1.237 -1.148 3.922
F 0.009 -0.777 4.276
F 1.203 -2.394 3.476
S 1.811 -0.008 2.582
O 0.710 -0.274 1.525
O 1.698 1.339 3.024
N 3.147 -0.657 2.244
S 4.022 -0.158 0.955
O 3.131 0.445 -0.002
O 4.900 -1.202 0.581
C 5.051 1.214 1.648
F 4.274 2.273 1.859
F 5.600 0.830 2.782
F 5.980 1.514 0.759
Cl -3.919 -0.535 0.855
C -2.741 0.487 1.605
C -2.765 0.583 2.976
C -1.954 1.514 3.621
C -1.156 2.382 2.896
C -1.124 2.279 1.521
C -1.871 1.303 0.824
C -1.775 1.190 -0.636
H -3.449 -0.034 3.544
H -1.985 1.579 4.701
H -0.559 3.130 3.397
H -0.525 2.978 0.953
H -1.544 2.120 -1.147
H -2.552 0.626 -1.133
C -2.771 -2.779 -2.061
N -2.236 -3.281 -0.791
C -2.566 -4.678 -0.469
C -1.579 -2.532 0.044
C -1.150 -3.033 1.378
O -1.322 -1.301 -0.275
H -3.837 -2.998 -2.091
H -2.274 -3.289 -2.884
H -2.609 -1.712 -2.142
H -2.788 -5.192 -1.399
H -3.443 -4.715 0.177
H -1.726 -5.172 0.010
H -1.930 -3.629 1.846
H -0.909 -2.186 2.013
H -0.257 -3.654 1.270

63
Properties=species:S:1:pos:R:3 method="wB97M-V/def2-TZVPD" mol_weight_g_mol=1879.7 spin_multiplicity=1 e_homo_ev=-8.37 orbital_gap_ev=6.64 lumo_energy_ev=-1.73
C 3.729 -2.286 1.801
C 2.689 -1.609 0.806
O 2.937 -1.524 -0.365
N 1.478 -1.008 1.464
C 1.947 0.426 1.362
C 2.618 1.010 2.659
O 1.829 1.095 0.366
C 0.223 -1.250 0.813
C -0.142 -2.577 0.067
S 0.916 -4.056 -0.015
O 1.892 -4.046 -1.099
O 0.048 -5.224 -0.244
F 1.604 -4.369 1.468
C -1.426 -2.796 -0.625
C -2.531 -1.760 -0.694
N -3.750 -1.803 -1.302
S -4.541 -0.330 -1.015
N -3.344 0.326 -0.077
C -2.249 -0.463 0.072
C -0.944 -0.213 0.822
C -0.898 1.143 1.589
O -2.171 1.482 2.203
O -1.956 2.496 3.112
H 3.977 -3.315 1.431
H 3.272 -2.364 2.835
H 4.686 -1.687 1.860
H 3.740 0.995 2.619
H 2.251 2.065 2.769
H 2.215 0.421 3.538
H -1.637 -3.770 -1.152
H -0.646 1.967 0.827
H -0.187 1.139 2.480
H -2.687 2.447 3.762
C -0.879 5.150 0.652
Br -0.420 6.352 2.099
Br -0.980 6.070 -1.049
Br 0.318 3.629 0.575
H -1.872 4.762 0.865
C -2.505 -2.703 3.641
Br -1.242 -1.878 2.375
Br -4.322 -2.611 2.979
Br -1.990 -4.517 4.092
H -2.471 -2.125 4.562
C 1.452 -8.360 -1.899
Br 3.323 -8.762 -1.610
Br 0.936 -8.624 -3.746
Br 0.310 -9.346 -0.687
H 1.314 -7.305 -1.677
C -0.789 5.840 -5.249
Br -2.330 4.851 -5.872
Br -1.277 7.180 -3.939
Br 0.602 4.666 -4.592
H -0.381 6.368 -6.106
C 5.236 2.806 5.074
Br 6.240 1.155 4.960
Br 4.879 3.549 3.324
Br 3.614 2.591 6.107
H 5.859 3.521 5.603
C -5.193 3.390 -9.005
Br -4.000 4.557 -9.984
Br -4.252 1.888 -8.225
Br -6.224 4.360 -7.683
H -5.900 2.983 -9.722

60
Properties=species:S:1:pos:R:3 method="wB97M-V/def2-TZVPD" smiles=CCCC[C@@H](c1nnnn1CCOC)N1CC[NH+](Cc2ccccc2)CC1 mol_weight_g_mol=373.5 spin_multiplicity=1 e_homo_ev=-11.88 orbital_gap_ev=10.02 lumo_energy_ev=-1.87 charge=+1
C -2.983 -4.103 4.109
C -2.593 -3.751 2.679
C -2.233 -2.271 2.543
C -1.847 -1.924 1.106
C -1.525 -0.435 0.903
C -0.309 -0.072 1.699
N 0.935 -0.171 1.262
N 1.736 0.235 2.243
N 1.060 0.572 3.247
N -0.235 0.400 2.963
C -1.245 0.896 3.854
C -1.463 2.392 3.551
O -1.938 2.584 2.238
C -3.343 2.696 2.129
N -1.413 -0.080 -0.502
C -0.988 1.269 -0.819
C 0.336 1.292 -1.620
N 1.147 0.103 -1.305
C 2.561 0.199 -1.762
C 2.701 0.285 -3.259
C 2.640 1.513 -3.908
C 2.758 1.585 -5.285
C 2.942 0.431 -6.028
C 3.020 -0.795 -5.389
C 2.902 -0.868 -4.012
C 0.473 -1.124 -1.771
C -1.052 -1.000 -1.543
H -2.162 -3.897 4.793
H -3.232 -5.157 4.183
H -3.848 -3.525 4.425
H -1.739 -4.360 2.376
H -3.423 -3.983 2.009
H -3.095 -1.673 2.847
H -1.405 -2.052 3.223
H -2.685 -2.175 0.455
H -0.984 -2.529 0.819
H -2.363 0.154 1.300
H -2.166 0.329 3.717
H -0.879 0.775 4.874
H -2.147 2.818 4.291
H -0.500 2.908 3.620
H -3.708 3.567 2.681
H -3.558 2.823 1.071
H -3.855 1.801 2.500
H -0.894 1.846 0.102
H -1.761 1.752 -1.430
H 0.904 2.187 -1.362
H 0.141 1.303 -2.694
H 1.170 0.001 -0.209
H 2.998 1.080 -1.288
H 3.079 -0.687 -1.387
H 2.519 2.422 -3.336
H 2.714 2.544 -5.777
H 3.037 0.488 -7.101
H 3.180 -1.696 -5.961
H 2.988 -1.826 -3.518
H 0.889 -1.963 -1.210
H 0.676 -1.272 -2.834
H -1.470 -1.985 -1.353
H -1.519 -0.622 -2.458

39
Properties=species:S:1:pos:R:3 method="wB97M-V/def2-TZVPD" smiles="CN1N=C(N)c2cn([C@@H]3O[C@H](CO)[C@@H](O)[C@H]3O)c3ncnc1c23" mol_weight_g_mol=320.3 spin_multiplicity=1 e_homo_ev=-7.50 orbital_gap_ev=8.17 lumo_energy_ev=0.67
C 2.842 -4.351 -2.181
N 2.265 -3.376 -1.293
N 2.307 -3.693 0.035
C 1.816 -2.936 0.973
N 1.844 -3.417 2.250
C 1.204 -1.658 0.674
C 0.601 -0.549 1.219
N 0.258 0.329 0.202
C -0.353 1.618 0.351
O -0.965 1.741 1.600
C -1.851 2.845 1.498
C -2.900 2.774 2.599
O -2.315 3.186 3.810
C -2.439 2.803 0.062
O -2.492 4.074 -0.507
C -1.479 1.851 -0.692
O -1.026 2.438 -1.869
C 0.636 -0.191 -0.998
N 0.540 0.249 -2.273
C 1.052 -0.599 -3.156
N 1.630 -1.784 -2.993
C 1.725 -2.222 -1.725
C 1.221 -1.414 -0.718
H 2.743 -3.967 -3.194
H 2.318 -5.303 -2.085
H 3.894 -4.504 -1.938
H 1.798 -2.744 2.995
H 2.422 -4.227 2.402
H 0.361 -0.282 2.227
H 0.413 2.409 0.211
H -1.288 3.783 1.613
H -3.268 1.742 2.669
H -3.729 3.440 2.321
H -2.964 3.104 4.517
H -3.453 2.381 0.085
H -1.958 4.042 -1.317
H -1.974 0.889 -0.889
H -0.419 1.789 -2.297
H 0.985 -0.270 -4.185

no.,E_tot (Eh)
1,-3974.92267
2,-363.03894
3,-362.67692
4,-3859.18097
5,-48501.13686
6,-1185.41100
7,-1134.47651